# 1
{"formula": "C6H11N2O", "method": "ωB97M-V/def2-TZVPD", "de_lowest_ev": 0.878, "smiles": "CC[C@]1(C)[NH+]=CNC1=O", "gap_ha": 0.3978, "charge": 1, "lumo_ha": -0.1594, "energy_ha": -419.7246, "symbols": ["C", "C", "C", "C", "N", "C", "N", "C", "O", "H", "H", "H", "H", "H", "H", "H", "H", "H", "H", "H"], "xyz": [[-1.32, 0.25, 1.78], [-1.34, 0.54, 0.27], [-0.04, 0.14, -0.48], [-0.02, 0.67, -1.91], [0.13, -1.31, -0.46], [1.20, -1.65, 0.18], [1.93, -0.62, 0.53], [1.25, 0.63, 0.22], [1.60, 1.71, 0.47], [-1.21, -0.83, 2.04], [-2.26, 0.59, 2.11], [-0.50, 0.89, 2.21], [-1.42, 1.65, 0.15], [-2.14, 0.06, -0.30], [-0.82, 0.29, -2.37], [0.96, 0.49, -2.41], [-0.04, 1.76, -2.28], [-0.32, -1.94, -1.05], [1.54, -2.67, 0.30], [2.81, -0.65, 1.01]], "lowdin_charge": [-0.066, -0.154, -0.388, 0.009, 0.174, -0.034, 0.216, -0.348, 0.226, 0.092, 0.064, 0.101, 0.147, 0.130, 0.037, 0.114, 0.148, 0.168, 0.183, 0.182]}

# 2
{"formula": "C20H27Br15IN2O", "method": "ωB97M-V/def2-TZVPD", "gap_ha": 0.3260, "charge": 1, "lumo_ha": -0.1058, "energy_ha": -39870.5638, "symbols": ["C", "C", "C", "N", "C", "C", "O", "I", "C", "C", "C", "C", "C", "C", "C", "C", "N", "C", "C", "H", "H", "H", "H", "H", "H", "H", "H", "H", "H", "H", "H", "H", "H", "H", "H", "H", "H", "H", "H", "H", "H", "C", "Br", "Br", "Br", "H", "C", "Br", "Br", "Br", "H", "C", "Br", "Br", "Br", "H", "C", "Br", "Br", "Br", "H", "C", "Br", "Br", "Br", "H"], "xyz": [[-0.05, 5.61, -0.56], [-0.15, 4.30, -0.81], [1.07, 3.44, -0.75], [0.82, 2.01, -0.30], [0.09, 1.34, -1.43], [-1.29, 0.83, -1.08], [-1.45, -0.15, -0.43], [-2.99, 1.83, -1.90], [2.22, 1.42, -0.15], [2.32, -0.07, 0.00], [2.59, -0.82, -1.16], [2.75, -2.21, -1.17], [2.67, -2.89, 0.05], [2.41, -2.17, 1.22], [2.23, -0.78, 1.23], [2.01, -0.10, 2.56], [-0.01, 1.98, 0.89], [0.44, 2.83, 2.01], [-0.53, 3.97, 2.37], [-0.90, 6.26, -0.51], [0.93, 6.05, -0.41], [-1.13, 3.92, -1.09], [1.79, 3.90, -0.09], [1.54, 3.39, -1.73], [0.63, 0.48, -1.81], [-0.01, 2.03, -2.27], [2.76, 1.93, 0.64], [2.73, 1.68, -1.08], [2.70, -0.29, -2.10], [2.98, -2.71, -2.09], [2.82, -3.96, 0.10], [2.38, -2.71, 2.16], [0.94, 0.02, 2.73], [2.38, -0.72, 3.37], [2.52, 0.85, 2.60], [0.02, 1.01, 1.21], [1.45, 3.22, 1.91], [0.46, 2.19, 2.89], [-0.77, 3.94, 3.42], [-0.07, 4.93, 2.15], [-1.43, 3.91, 1.77], [-3.27, -0.03, 3.89], [-3.61, 1.77, 4.46], [-4.80, -1.15, 4.13], [-2.64, -0.10, 2.06], [-2.48, -0.42, 4.51], [0.34, -5.62, -3.33], [-0.41, -4.55, -4.73], [1.69, -6.84, -3.95], [1.02, -4.47, -1.93], [-0.46, -6.21, -2.92], [-3.07, -2.84, -7.16], [-1.32, -2.04, -7.16], [-4.40, -1.68, -6.41], [-3.55, -3.47, -8.91], [-3.03, -3.70, -6.51], [3.62, -0.14, 6.83], [2.51, -0.98, 8.16], [4.45, -1.44, 5.68], [2.64, 1.17, 5.81], [4.40, 0.38, 7.35], [-5.59, -3.54, -2.41], [-6.54, -2.35, -3.57], [-4.17, -4.45, -3.35], [-4.93, -2.66, -0.83], [-6.29, -4.30, -2.08]], "lowdin_charge": [0.046, -0.161, -0.123, -0.188, -0.098, -0.833, -0.109, 0.948, -0.049, -0.167, -0.042, -0.162, -0.133, -0.007, -0.189, -0.069, 0.060, -0.212, -0.063, 0.078, 0.079, 0.036, 0.128, 0.142, 0.125, 0.110, 0.132, 0.136, 0.117, 0.067, 0.081, 0.119, 0.070, 0.034, 0.063, 0.069, 0.111, 0.098, 0.070, 0.062, 0.077, -1.629, 0.584, 0.603, 0.664, -0.031, -1.607, 0.552, 0.612, 0.726, -0.027, -1.657, 0.542, 0.552, 0.603, -0.066, -1.636, 0.600, 0.585, 0.580, -0.027, -1.631, 0.560, 0.555, 0.570, -0.029]}

# 3
{"formula": "C37H40BClCsF9N8O5S2", "method": "ωB97M-V/def2-TZVPD", "de_lowest_ev": 1.107, "gap_ha": 0.2657, "charge": -2, "lumo_ha": 0.1285, "energy_ha": -4448.5838, "symbols": ["Cs", "C", "C", "C", "C", "C", "N", "N", "B", "N", "N", "C", "C", "C", "C", "C", "N", "N", "C", "C", "C", "C", "C", "H", "H", "H", "H", "H", "H", "H", "H", "H", "H", "H", "H", "H", "H", "H", "H", "H", "H", "H", "H", "H", "H", "S", "C", "N", "C", "C", "N", "C", "C", "C", "C", "C", "C", "C", "C", "S", "C", "C", "C", "C", "C", "C", "C", "H", "H", "H", "H", "H", "H", "H", "H", "H", "H", "H", "H", "H", "H", "H", "H", "H", "H", "O", "Cl", "O", "O", "O", "F", "C", "F", "F", "C", "O", "C", "F", "F", "F", "C", "F", "F", "F"], "xyz": [[-0.77, -3.05, 1.38], [2.24, -1.49, 2.94], [2.70, -1.03, 1.60], [4.02, -0.76, 1.21], [3.95, -0.49, -0.14], [5.08, -0.20, -1.07], [2.65, -0.57, -0.50], [1.87, -0.89, 0.57], [2.14, -0.53, -1.97], [1.48, -1.85, -2.41], [0.41, -2.40, -1.79], [0.09, -3.48, -2.48], [-1.03, -4.37, -2.05], [0.95, -3.64, -3.58], [1.82, -2.57, -3.50], [2.94, -2.22, -4.43], [1.22, 0.68, -2.33], [-0.13, 0.64, -2.23], [-0.59, 1.71, -2.87], [-2.06, 1.89, -3.03], [0.47, 2.48, -3.37], [1.61, 1.80, -3.00], [3.03, 2.18, -3.25], [3.06, -1.42, 3.66], [1.42, -0.87, 3.31], [1.93, -2.53, 2.92], [4.92, -0.81, 1.81], [6.01, -0.16, -0.49], [5.19, -0.96, -1.84], [4.96, 0.76, -1.58], [3.12, -0.38, -2.64], [-1.76, -3.83, -1.45], [-1.57, -4.77, -2.92], [-0.68, -5.23, -1.47], [0.95, -4.42, -4.33], [2.99, -2.97, -5.22], [2.79, -1.24, -4.88], [3.90, -2.20, -3.91], [-2.57, 1.17, -2.39], [-2.40, 2.90, -2.77], [-2.37, 1.70, -4.06], [0.43, 3.41, -3.93], [3.06, 3.14, -3.76], [3.60, 2.26, -2.32], [3.55, 1.44, -3.87], [-0.80, 0.39, 2.76], [-1.52, 1.34, 1.62], [-0.92, 2.35, 0.96], [-1.74, 3.43, 0.45], [-2.95, 3.57, 1.35], [-3.69, 2.32, 1.36], [-5.14, 2.36, 1.24], [-5.64, 2.95, -0.05], [-5.29, 2.37, -1.27], [-5.72, 2.92, -2.46], [-6.52, 4.06, -2.45], [-6.88, 4.64, -1.25], [-6.44, 4.09, -0.05], [-2.98, 1.17, 1.26], [-3.53, -0.29, 0.77], [0.53, 2.44, 0.80], [1.13, 3.59, 1.56], [0.75, 3.85, 2.88], [1.31, 4.91, 3.57], [2.26, 5.72, 2.96], [2.63, 5.47, 1.65], [2.07, 4.41, 0.95], [-2.04, 3.27, -0.59], [-1.14, 4.35, 0.50], [-3.62, 4.36, 0.98], [-2.62, 3.84, 2.36], [-5.53, 2.95, 2.08], [-5.49, 1.33, 1.36], [-4.68, 1.47, -1.26], [-5.44, 2.46, -3.40], [-6.86, 4.49, -3.39], [-7.50, 5.53, -1.23], [-6.71, 4.55, 0.89], [0.74, 2.54, -0.27], [0.95, 1.48, 1.11], [0.03, 3.18, 3.35], [1.02, 5.09, 4.60], [2.69, 6.55, 3.51], [3.37, 6.11, 1.17], [2.35, 4.22, -0.07], [-4.65, -5.07, 2.48], [-4.45, -3.68, 2.12], [-5.69, -2.96, 2.20], [-3.48, -3.09, 3.03], [-3.91, -3.60, 0.77], [3.01, -8.07, 2.35], [1.93, -7.25, 2.33], [1.09, -7.69, 3.29], [1.32, -7.45, 1.16], [2.26, -5.72, 2.54], [1.26, -4.96, 2.17], [3.55, -5.40, 1.70], [3.73, -4.09, 1.57], [4.70, -5.90, 2.23], [3.46, -5.92, 0.46], [2.61, -5.52, 4.05], [3.29, -4.37, 4.25], [1.50, -5.44, 4.80], [3.38, -6.50, 4.59]], "lowdin_charge": [0.959, -0.066, -0.365, -0.012, -0.292, -0.040, 0.021, 0.107, -0.497, 0.016, 0.102, -0.367, -0.060, -0.010, -0.294, -0.043, 0.021, 0.138, -0.381, -0.060, -0.021, -0.312, -0.040, 0.076, -0.001, 0.035, 0.099, 0.072, 0.072, 0.052, 0.092, 0.041, 0.070, 0.077, 0.092, 0.069, 0.073, 0.069, 0.063, 0.056, 0.072, 0.089, 0.070, 0.064, 0.071, 0.730, -0.752, -0.100, -0.100, -0.110, -0.113, -0.128, -0.208, -0.028, -0.077, -0.103, -0.101, -0.058, -0.746, 0.790, -0.109, -0.196, -0.032, -0.088, -0.112, -0.097, -0.036, 0.116, 0.133, 0.126, 0.132, 0.125, 0.100, 0.083, 0.104, 0.094, 0.094, 0.105, 0.118, 0.097, 0.092, 0.097, 0.091, 0.095, 0.110, -0.370, 0.592, -0.378, -0.467, -0.474, 0.121, -0.532, 0.142, 0.151, -0.417, -0.267, -0.530, 0.162, 0.119, 0.149, -0.532, 0.138, 0.154, 0.122]}

# 4
{"formula": "C12H39NO16", "method": "ωB97M-V/def2-TZVPD", "de_lowest_ev": 1.084, "smiles": "CC(=O)OCC1=C(CCCCCN)C(=O)OC1=O.O.O.O.O.O.O.O.O.O.O.O", "gap_ha": 0.3327, "charge": 0, "lumo_ha": -0.0038, "energy_ha": -1739.2371, "symbols": ["C", "C", "O", "O", "C", "C", "C", "C", "C", "C", "C", "C", "N", "C", "O", "O", "C", "O", "H", "H", "H", "H", "H", "H", "H", "H", "H", "H", "H", "H", "H", "H", "H", "H", "H", "O", "H", "H", "O", "H", "H", "O", "H", "H", "O", "H", "H", "O", "H", "H", "O", "H", "H", "O", "H", "H", "O", "H", "H", "O", "H", "H", "O", "H", "H", "O", "H", "H"], "xyz": [[2.69, -3.61, 0.29], [3.00, -2.15, 0.11], [3.64, -1.59, 0.92], [2.54, -1.46, -0.96], [1.09, -1.55, -0.97], [0.51, -0.51, -1.83], [-0.23, 0.53, -1.57], [-0.71, 0.96, -0.24], [-2.13, 0.44, 0.11], [-2.21, -1.09, 0.31], [-3.29, -1.79, -0.55], [-2.67, -3.05, -1.20], [-1.93, -2.63, -2.39], [-0.50, 1.17, -2.88], [-1.19, 2.05, -3.15], [0.22, 0.53, -3.86], [0.73, -0.61, -3.31], [1.21, -1.50, -3.86], [1.67, -3.87, 0.01], [3.33, -4.26, -0.31], [2.80, -3.91, 1.32], [0.79, -2.52, -1.35], [0.74, -1.40, 0.06], [0.01, 0.63, 0.49], [-0.76, 2.04, -0.16], [-2.39, 0.90, 1.06], [-2.86, 0.79, -0.62], [-2.37, -1.33, 1.36], [-1.25, -1.52, 0.04], [-3.66, -1.16, -1.35], [-4.08, -2.17, 0.11], [-1.96, -3.52, -0.51], [-3.44, -3.80, -1.41], [-1.36, -3.38, -2.76], [-2.54, -2.27, -3.10], [2.04, 1.78, -0.02], [2.84, 1.33, -0.34], [2.30, 2.70, 0.05], [6.70, -0.81, 1.66], [5.83, -0.94, 1.28], [7.01, -1.70, 1.86], [-3.44, 1.09, 2.78], [-2.76, 1.34, 3.43], [-4.25, 1.47, 3.12], [4.81, 0.62, -1.32], [4.55, -0.13, -0.77], [4.89, 0.24, -2.21], [-2.46, 4.37, -2.13], [-2.28, 4.55, -1.20], [-2.03, 3.51, -2.28], [8.40, 1.70, 1.72], [7.84, 0.93, 1.88], [7.85, 2.45, 1.97], [-1.16, 1.05, 4.58], [-1.02, 1.36, 5.48], [-0.73, 0.19, 4.55], [0.58, 5.02, -0.94], [-0.04, 5.51, -0.38], [0.04, 4.77, -1.71], [-1.64, 5.82, 0.87], [-2.45, 6.24, 0.55], [-1.60, 6.06, 1.80], [-2.93, -0.20, 6.75], [-3.65, -0.77, 7.05], [-3.04, -0.16, 5.80], [-4.25, -4.09, -3.69], [-4.99, -4.64, -3.40], [-4.37, -4.03, -4.65]], "lowdin_charge": [0.033, -0.548, 0.159, 0.010, -0.095, -0.074, -0.071, -0.122, -0.158, -0.173, -0.169, -0.292, 0.017, -0.376, 0.216, 0.181, -0.431, 0.220, 0.075, 0.101, 0.092, 0.125, 0.131, 0.108, 0.123, 0.070, 0.115, 0.106, 0.067, 0.104, 0.103, 0.105, 0.080, 0.074, 0.066, -0.034, 0.016, 0.051, -0.040, 0.011, 0.049, -0.064, 0.004, 0.046, -0.039, -0.004, 0.050, -0.059, 0.002, -0.012, -0.072, -0.011, 0.028, -0.045, 0.057, 0.061, -0.063, -0.008, 0.017, -0.042, 0.056, 0.055, -0.065, 0.039, 0.015, -0.057, 0.044, 0.045]}

# 5
{"formula": "C37H53N2O2PRe", "method": "ωB97M-V/def2-TZVPD", "s2": 0.754, "de_lowest_ev": 0.208, "gap_ha": [0.2252, 0.2346], "charge": 4, "lumo_ha": [-0.4926, -0.4833], "energy_ha": -2119.9200, "spin_multiplicity": 2, "symbols": ["Re", "N", "C", "C", "C", "C", "C", "C", "C", "C", "N", "C", "H", "H", "H", "H", "H", "H", "H", "H", "O", "P", "C", "C", "C", "C", "C", "C", "C", "C", "C", "C", "C", "C", "C", "C", "C", "C", "C", "C", "H", "H", "H", "H", "H", "H", "H", "H", "H", "H", "H", "H", "H", "H", "H", "H", "H", "H", "H", "H", "H", "H", "H", "H", "H", "H", "H", "H", "H", "H", "H", "H", "H", "C", "C", "C", "C", "C", "C", "C", "O", "C", "C", "C", "H", "H", "H", "H", "H", "H", "H", "H", "H", "H", "H", "H"], "xyz": [[1.55, 0.25, 0.27], [2.46, 0.18, 2.19], [3.92, 0.06, 2.06], [4.79, 0.02, 3.11], [6.18, -0.12, 2.87], [6.65, -0.23, 1.59], [5.75, -0.19, 0.49], [6.15, -0.29, -0.86], [5.21, -0.24, -1.88], [3.88, -0.08, -1.56], [3.44, 0.02, -0.28], [4.37, -0.04, 0.75], [2.21, 1.00, 2.74], [2.10, -0.62, 2.71], [4.44, 0.09, 4.14], [6.86, -0.16, 3.70], [7.71, -0.35, 1.40], [7.20, -0.41, -1.10], [5.50, -0.32, -2.91], [3.12, -0.04, -2.33], [0.82, -1.46, 0.15], [-0.71, -1.95, -0.20], [-0.40, -3.22, -1.44], [-1.64, -3.78, -2.18], [-1.25, -5.09, -2.86], [-0.94, -6.19, -1.82], [-0.39, -5.61, -0.51], [0.44, -4.35, -0.75], [-1.46, -2.53, 1.32], [-1.35, -1.51, 2.48], [-2.64, -0.71, 2.66], [-3.82, -1.63, 3.01], [-3.65, -3.04, 2.43], [-2.92, -3.03, 1.09], [-1.27, -0.25, -0.67], [-0.35, 0.42, -1.70], [-0.66, 0.05, -3.15], [-2.12, 0.39, -3.44], [-3.07, -0.31, -2.49], [-2.75, 0.02, -1.03], [0.24, -2.72, -2.18], [-1.97, -3.06, -2.92], [-2.47, -3.95, -1.50], [-0.39, -4.91, -3.51], [-2.07, -5.41, -3.51], [-0.22, -6.88, -2.24], [-1.84, -6.76, -1.61], [0.23, -6.35, -0.01], [-1.21, -5.38, 0.19], [1.28, -4.58, -1.42], [0.90, -4.01, 0.18], [-0.85, -3.41, 1.55], [-0.49, -0.84, 2.34], [-1.15, -2.07, 3.39], [-2.86, -0.14, 1.74], [-2.50, 0.03, 3.44], [-4.75, -1.18, 2.65], [-3.92, -1.70, 4.09], [-4.63, -3.51, 2.29], [-3.10, -3.68, 3.12], [-3.47, -2.40, 0.38], [-2.90, -4.03, 0.66], [-1.12, 0.25, 0.32], [0.78, 0.19, -1.56], [-0.46, 1.50, -1.59], [-0.48, -1.02, -3.32], [0.00, 0.59, -3.82], [-2.35, 0.13, -4.48], [-2.26, 1.47, -3.36], [-3.03, -1.39, -2.64], [-4.10, -0.02, -2.69], [-3.41, -0.51, -0.35], [-2.92, 1.08, -0.86], [-2.03, 7.72, 1.11], [-1.22, 6.53, 0.77], [-1.07, 5.48, 1.71], [-0.33, 4.37, 1.45], [-0.18, 3.32, 2.51], [0.32, 4.27, 0.14], [1.06, 3.21, -0.27], [1.33, 2.11, 0.46], [0.21, 5.39, -0.81], [0.93, 5.39, -2.13], [-0.55, 6.46, -0.47], [-2.71, 7.55, 1.94], [-2.56, 8.10, 0.24], [-1.33, 8.52, 1.41], [-1.55, 5.59, 2.68], [-0.64, 3.66, 3.43], [0.87, 3.13, 2.71], [-0.66, 2.39, 2.21], [1.56, 3.23, -1.24], [2.01, 5.49, -1.98], [0.61, 6.24, -2.73], [0.74, 4.49, -2.72], [-0.66, 7.29, -1.16]], "lowdin_charge": [1.611, 0.023, -0.197, 0.060, 0.015, 0.055, -0.108, 0.116, 0.027, -0.040, -0.093, -0.137, 0.132, 0.144, 0.147, 0.143, 0.150, 0.159, 0.144, 0.130, -0.481, 1.046, -0.334, -0.174, -0.162, -0.158, -0.174, -0.171, -0.325, -0.177, -0.181, -0.155, -0.159, -0.163, -0.336, -0.214, -0.150, -0.156, -0.159, -0.153, 0.117, 0.098, 0.111, 0.125, 0.130, 0.125, 0.125, 0.130, 0.099, 0.135, 0.095, 0.132, 0.068, 0.138, 0.089, 0.120, 0.124, 0.126, 0.133, 0.130, 0.107, 0.105, 0.094, 0.062, 0.117, 0.110, 0.131, 0.137, 0.130, 0.100, 0.139, 0.098, 0.138, 0.019, -0.133, 0.050, -0.140, -0.011, -0.072, -0.072, -0.282, -0.139, -0.010, 0.048, 0.106, 0.117, 0.140, 0.144, 0.104, 0.085, 0.081, 0.133, 0.116, 0.105, 0.091, 0.149]}

# 6
{"formula": "C3H7N2O2", "method": "ωB97M-V/def2-TZVPD", "de_lowest_ev": 5.787, "smiles": "CN(O)C/C=N/[O-]", "gap_ha": 0.2393, "charge": -1, "lumo_ha": 0.1436, "energy_ha": -378.3654, "symbols": ["C", "N", "O", "C", "C", "N", "O", "H", "H", "H", "H", "H", "H", "H"], "xyz": [[0.74, 1.63, -0.62], [0.84, 0.76, 0.55], [-0.21, 1.07, 1.41], [0.69, -0.68, 0.14], [-0.79, -1.09, -0.05], [-1.17, -2.19, 0.52], [-2.30, -2.76, 0.28], [0.07, 1.31, -1.41], [0.67, 2.79, -0.37], [1.73, 1.53, -1.16], [-0.90, 0.36, 1.33], [0.96, -1.33, 1.06], [1.11, -0.81, -0.79], [-1.45, -0.60, -0.89]], "lowdin_charge": [-0.142, -0.285, -0.127, -0.189, -0.302, -0.252, -0.316, 0.054, 0.110, 0.073, 0.072, 0.133, 0.056, 0.115]}

> Which value of charge does entry 4 give?

0

> The highest charge belongs to which entry?

C37H53N2O2PRe

> Which of these has the lowest charge?

C37H40BClCsF9N8O5S2